This record from OMol25 describes a structure of composition C28H44CrN2O3S2Si at a distorted geometry. The level of theory is the ωB97M-V functional and the def2-TZVPD basis.

HOMO-LUMO gap (alpha / beta)   6.36 / 7.81 eV
HOMO level (alpha / beta)   -6.623 / -8.095 eV
2S+1   5
Energy relative to the best compared isomer or geometry (same formula, charge and spin)   1.4262 eV

```
81
Properties=species:S:1:pos:R:3:lowdin_spin:R:1
Cr 0.014 -0.224 0.106 3.69
C 1.125 1.095 2.680 0.01
N -0.217 1.005 2.087 0.05
C -0.781 2.350 2.012 0.01
C -1.087 0.129 2.894 0.01
C -2.052 -0.683 2.051 0.02
C -3.229 -1.159 2.619 -0.01
C -4.074 -1.986 1.891 0.03
C -3.736 -2.335 0.591 0.00
C -2.561 -1.850 0.030 0.03
C -1.687 -1.016 0.735 -0.03
H 1.093 1.496 3.704 0.00
H 1.739 1.759 2.069 0.00
H 1.596 0.113 2.693 0.00
H -0.779 2.832 2.999 0.00
H -1.801 2.311 1.642 0.00
H -0.193 2.967 1.330 0.00
H -1.628 0.714 3.649 0.00
H -0.447 -0.570 3.438 0.00
H -3.486 -0.888 3.639 0.00
H -4.989 -2.356 2.336 0.00
H -4.389 -2.982 0.017 0.00
H -2.320 -2.135 -0.991 0.00
S -0.129 2.397 -3.224 0.02
C 0.227 1.365 -1.876 0.06
N -0.751 1.222 -1.018 0.03
C -1.889 1.878 -1.423 0.01
C -3.139 1.837 -0.797 0.00
C -4.160 2.603 -1.316 0.00
C -3.978 3.389 -2.458 0.00
C -2.771 3.382 -3.132 0.00
C -1.739 2.619 -2.606 0.00
H 1.241 1.003 -1.741 0.01
H -3.292 1.185 0.053 0.00
H -5.130 2.586 -0.836 0.00
H -4.790 4.001 -2.826 0.00
H -2.637 3.941 -4.048 0.00
C 5.379 -4.269 -0.823 0.00
C 4.133 -4.588 -0.005 0.00
C 2.922 -4.707 -0.929 0.00
C 4.314 -5.878 0.793 0.00
O 3.998 -3.519 0.945 0.00
Si 2.705 -2.782 1.604 0.01
S 1.943 -1.404 0.212 0.05
O 3.175 -2.002 2.962 0.00
C 4.420 -1.446 3.405 0.00
C 5.453 -2.545 3.662 0.00
C 4.942 -0.455 2.365 0.00
C 4.106 -0.723 4.710 0.00
O 1.534 -3.845 1.984 0.00
C 0.974 -4.326 3.208 0.00
C 0.057 -5.483 2.827 0.00
C 0.163 -3.201 3.850 0.00
C 2.062 -4.822 4.161 0.00
H 5.569 -5.055 -1.555 0.00
H 6.247 -4.172 -0.170 0.00
H 5.232 -3.324 -1.348 0.00
H 3.088 -5.518 -1.640 0.00
H 2.769 -3.776 -1.471 0.00
H 2.021 -4.916 -0.350 0.00
H 4.440 -6.734 0.129 0.00
H 3.430 -6.040 1.412 0.00
H 5.186 -5.797 1.443 0.00
H 5.641 -3.096 2.744 0.00
H 5.083 -3.243 4.415 0.00
H 6.385 -2.103 4.016 0.00
H 5.093 -0.966 1.412 0.00
H 5.890 -0.027 2.695 0.00
H 4.219 0.347 2.214 0.00
H 3.725 -1.427 5.452 0.00
H 3.350 0.047 4.545 0.00
H 5.010 -0.253 5.102 0.00
H -0.704 -5.143 2.124 0.00
H -0.431 -5.878 3.718 0.00
H 0.633 -6.283 2.357 0.00
H -0.592 -2.845 3.146 0.00
H 0.831 -2.376 4.106 0.00
H -0.329 -3.556 4.757 0.00
H 2.659 -5.600 3.681 0.00
H 1.605 -5.233 5.063 0.00
H 2.719 -4.000 4.437 0.00
```

=====

This record from OMol25 describes a structure of composition C28H44F5KN4O6STe. The level of theory is the ωB97M-V functional and the def2-TZVPD basis.

HOMO-LUMO gap   5.83 eV
HOMO level   -1.990 eV
Charge   -2
2S+1   1
Energy relative to the best compared isomer or geometry (same formula, charge and spin)   0.6137 eV

```
90
Properties=species:S:1:pos:R:3:mulliken_charge:R:1
K -0.126 -0.275 0.241 0.78
C 5.201 -0.436 2.455 -1.47
C 5.303 -1.880 1.962 0.10
C 5.773 -2.802 3.089 -1.55
C 4.003 -2.363 1.353 1.03
C 2.848 -2.503 2.118 0.16
C 1.669 -2.970 1.556 -0.76
C 1.597 -3.311 0.205 0.73
C 0.333 -3.854 -0.402 -0.87
C 2.742 -3.133 -0.563 -0.57
C 3.924 -2.676 0.002 -0.80
H 6.156 -0.095 2.864 0.50
H 4.449 -0.348 3.242 0.27
H 4.916 0.233 1.643 0.28
H 6.057 -1.909 1.169 0.37
H 5.055 -2.802 3.912 0.30
H 6.737 -2.474 3.485 0.45
H 5.873 -3.830 2.736 0.36
H 2.858 -2.235 3.170 0.26
H 0.784 -3.067 2.176 0.34
H 0.106 -4.842 0.007 0.41
H 0.436 -3.946 -1.483 0.27
H -0.540 -3.225 -0.209 -0.04
H 2.696 -3.331 -1.626 0.12
H 4.799 -2.544 -0.625 0.25
N 1.909 1.251 1.666 0.04
C 1.360 2.285 2.559 -0.65
C 0.113 2.949 1.953 0.28
O 0.146 4.217 1.851 -0.74
N -0.820 2.105 1.620 -0.37
C -1.973 2.669 0.930 -0.26
C -2.494 1.646 -0.094 0.13
O -3.592 1.120 0.103 -0.75
O -1.698 1.391 -1.072 -0.44
H 2.821 0.954 1.992 -0.07
H 2.042 1.652 0.739 0.07
H 2.080 3.084 2.777 0.18
H 1.084 1.805 3.503 0.39
H -1.709 3.606 0.422 0.11
H -2.784 2.885 1.634 0.28
C 4.023 9.177 0.971 -1.11
C 4.300 7.801 1.564 -0.84
N 3.350 6.794 1.119 0.31
C 2.360 6.304 2.080 0.09
C 1.280 7.321 2.409 -1.14
C 3.513 6.291 -0.132 0.21
O 4.454 6.630 -0.846 -0.70
C 2.469 5.326 -0.599 0.08
C 1.191 5.758 -0.931 0.20
C 0.251 4.820 -1.299 -1.01
C 0.597 3.473 -1.313 0.25
N 1.829 3.053 -1.019 -0.38
C 2.735 3.969 -0.680 -0.25
H 4.755 9.905 1.329 0.39
H 3.026 9.524 1.248 0.27
H 4.087 9.128 -0.115 0.30
H 4.244 7.838 2.653 0.41
H 5.306 7.481 1.283 0.41
H 2.897 6.022 2.993 0.37
H 1.871 5.402 1.710 -0.34
H 1.681 8.218 2.890 0.38
H 0.552 6.852 3.071 0.34
H 0.751 7.618 1.502 0.21
H 0.937 6.810 -0.864 0.51
H -0.768 5.104 -1.526 0.37
H -0.161 2.713 -1.497 0.39
H 3.726 3.600 -0.427 0.39
C 1.258 -1.395 -5.214 -0.95
C 1.196 0.024 -4.679 -0.73
S 0.520 0.151 -2.998 0.37
O 1.302 -0.862 -2.199 -0.52
C -1.104 -0.572 -3.255 0.60
C -1.985 0.307 -4.124 -1.40
H 1.909 -1.450 -6.089 0.40
H 0.272 -1.758 -5.504 0.22
H 1.655 -2.059 -4.444 0.12
H 0.613 0.696 -5.312 0.46
H 2.196 0.451 -4.575 0.43
H -1.530 -0.598 -2.251 -0.76
H -0.977 -1.592 -3.621 0.69
H -2.039 1.304 -3.688 0.28
H -2.995 -0.102 -4.119 0.36
H -1.636 0.366 -5.160 0.40
F -5.588 -2.669 -1.378 -0.42
Te -3.874 -2.247 -0.700 2.18
F -4.108 -3.898 0.200 -0.45
F -4.871 -1.450 0.652 -0.42
F -3.260 -3.311 -2.151 -0.47
F -4.006 -0.873 -1.952 -0.45
O -2.249 -1.924 -0.042 -1.15
```

=====

Number 1: total energy -3559.090949 Ha. Number 2: total energy -3529.464457 Ha.